Computed, not measured: a structure of composition C59H46BrFGeInNP3SbSe4 in a non-equilibrium geometry, with ωB97M-V/def2-TZVPD.

Properties
Gap between HOMO and LUMO = 0.22361 Ha
Relative energy (zero: lowest compared OMol25 entry of this formula, charge and spin) = 265.0 kJ/mol
Lowest unoccupied orbital energy = -0.548 eV
HOMO level = -6.6 eV
Electronic energy = -493658.7782 eV
Max |F| = 1.3 eV Å⁻¹

Geometry as ORCA input:
```
! RIJCOSX wB97M-V def2-TZVPD def2/J DEFGRID3
* xyz 0 1
In 1.80846 -0.22828 -0.70153
F -4.00266 -0.27402 2.70231
Ge -2.52666 -0.11308 1.67468
C -1.46855 -1.05528 3.09047
C -2.25126 -1.93698 3.83676
C -1.71202 -2.64309 4.89921
C -0.37894 -2.47339 5.23753
C 0.41570 -1.62451 4.48695
C -0.11366 -0.91533 3.40615
P 0.96480 0.06171 2.29744
C 1.15934 1.64713 3.18471
C 0.27923 2.07063 4.17637
C 0.48242 3.28861 4.81304
C 1.56476 4.08433 4.47109
C 2.43259 3.67878 3.46464
C 2.22063 2.47569 2.81289
C 2.56400 -0.78278 2.65656
C 2.80631 -1.97340 1.97329
C 3.93240 -2.73615 2.24594
C 4.83278 -2.31399 3.20922
C 4.61251 -1.12101 3.88198
C 3.48765 -0.35703 3.61007
C -3.12452 -1.46300 0.32699
C -4.49038 -1.74155 0.43597
C -5.03999 -2.90114 -0.08203
C -4.20386 -3.85494 -0.64007
C -2.85616 -3.58021 -0.78300
C -2.30588 -2.35240 -0.39512
P -0.51345 -1.98412 -0.77233
C 0.14321 -3.59187 -0.14029
C 0.43729 -4.73107 -0.88791
C 0.81474 -5.90780 -0.25425
C 0.89453 -5.97080 1.12843
C 0.59515 -4.84587 1.88379
C 0.22034 -3.67205 1.25115
C -0.23992 -2.13764 -2.65960
C -1.27945 -2.93535 -3.42508
C -1.00894 -3.17089 -4.69910
C 0.22928 -2.47651 -5.18597
C 1.38808 -2.82197 -4.28278
C 1.14853 -2.67742 -2.98685
C -2.91618 1.82867 1.32598
C -4.01342 2.30900 2.05418
C -4.54577 3.56400 1.82178
C -4.01314 4.36982 0.82927
C -2.93464 3.91118 0.10211
C -2.35988 2.65551 0.34515
P -0.90097 2.21730 -0.67790
C 0.27350 3.57555 -0.25991
C 0.09014 4.49520 0.77219
C 1.02185 5.49919 0.99432
C 2.16027 5.59516 0.20897
C 2.38409 4.65289 -0.78353
C 1.45360 3.64831 -1.00352
C -1.62401 2.79925 -2.27874
C -0.95848 3.59182 -3.20873
C -1.56146 3.92102 -4.41683
C -2.83831 3.46911 -4.71122
C -3.51596 2.68400 -3.78839
C -2.91011 2.34574 -2.58867
H -3.29542 -2.06844 3.59226
H -2.33809 -3.32347 5.46271
H 0.04482 -3.00775 6.07881
H 1.46218 -1.51738 4.73471
H -0.55797 1.44512 4.46309
H -0.19737 3.60764 5.59358
H 1.73387 5.02300 4.98424
H 3.27691 4.29691 3.18759
H 2.89715 2.16064 2.02438
H 2.09615 -2.33477 1.23833
H 4.10444 -3.65162 1.69535
H 5.71747 -2.90158 3.41869
H 5.32408 -0.77600 4.62208
H 3.32590 0.56138 4.15713
H -5.13122 -1.04973 0.96444
H -6.10368 -3.08012 0.00749
H -4.59707 -4.81116 -0.96190
H -2.20963 -4.35035 -1.17841
H 0.37045 -4.71747 -1.96751
H 1.03637 -6.78566 -0.84866
H 1.18003 -6.89312 1.61800
H 0.64623 -4.87980 2.96514
H -0.03792 -2.80463 1.84622
H -2.19847 -3.24610 -2.96558
H -1.65364 -3.71903 -5.37427
H 0.44119 -2.64665 -6.23968
H 2.33410 -3.15508 -4.68892
H 1.89583 -2.80826 -2.21427
H -4.45361 1.69355 2.82052
H -5.38283 3.90729 2.41701
H -4.43442 5.34632 0.62468
H -2.51958 4.53309 -0.68053
H -0.77231 4.43643 1.41942
H 0.85219 6.21104 1.79319
H 2.88175 6.38340 0.38367
H 3.28190 4.69375 -1.38766
H 1.65152 2.91053 -1.77397
H 0.02591 3.98162 -2.98963
H -1.03254 4.54536 -5.12669
H -3.30771 3.73254 -5.65107
H -4.51839 2.33345 -4.00361
H -3.44738 1.73312 -1.87171
Br 3.20249 1.65466 -2.90484
C 1.75357 0.64025 -3.63031
C 1.71287 0.67293 -5.08780
C 0.79895 -0.07815 -5.68291
C -0.13252 -0.95875 -4.92260
C -0.17082 -0.71231 -3.39093
N 0.94895 0.06652 -2.85567
H 2.40482 1.31326 -5.61426
H 0.71235 -0.10260 -6.76427
H -1.13149 -0.79770 -5.32953
H -1.07034 -0.16100 -3.12000
Se 7.16729 0.03188 -3.51496
Sb 5.68897 -0.62703 -1.75985
Se 4.83941 1.40979 -0.38179
Se 6.54924 0.04535 0.54641
Se 4.12549 -2.47974 -1.77354
*
```